The following is a DFT calculation (wB97M-V/def2-TZVPD) of a 2-piece molecular cluster, C2H4Cl4Si overall at a distorted geometry.

Each atom is followed by the atoms it is bonded to, with distances in Å.
Cartesian coordinates (Å):
1 C 1.0837 1.9705 0.6278  C2 1.490, Cl4 1.839, Cl5 1.759, H8 1.073
2 C 1.3343 0.5112 0.4650  C1 1.490, Si3 1.977, Cl6 1.663
3 Si -0.2222 -0.6902 0.2605  C2 1.977, H9 1.525, H10 1.600, H11 1.418
4 Cl 0.1361 1.9965 2.2032  C1 1.839
5 Cl 2.5102 2.9908 0.7673  C1 1.759
6 Cl 2.7221 0.0583 1.2625  C2 1.663
7 Cl 2.4284 0.8620 -1.6927  no bonds
8 H 0.4752 2.2498 -0.2105  C1 1.073
9 H -1.3711 0.2430 0.6270  Si3 1.525
10 H -0.1989 -1.7073 1.4953  Si3 1.600
11 H 0.2008 -1.1402 -1.0163  Si3 1.418

Properties
Charge: 0
Relative energy (zero: lowest compared OMol25 entry of this formula, charge and spin), eV: 7.529